Molecular formula: C18H20GeN2O2Sc
Method: DFT, ωB97M-V/def2-TZVPD

Charge   -1
Frontier orbital gap   5.01 eV
Energy relative to the best compared isomer or geometry (same formula, charge and spin)   79.98 kJ/mol

XYZ file:
```
44
Properties=species:S:1:pos:R:3:forces:R:3
Sc -0.620522 0.487306 0.319555 -2.684 -0.334 -0.201
O -0.122396 -0.555836 1.901130 0.509 -0.640 0.781
C 0.812724 -1.402934 2.238064 -0.022 0.063 0.010
C 0.566280 -2.364252 3.240353 0.009 -0.002 0.017
C 1.535981 -3.264475 3.618164 0.103 -0.013 -0.038
C 2.810968 -3.244631 3.034836 -0.144 0.004 0.061
C 3.076189 -2.298988 2.071073 0.036 0.019 -0.044
C 2.100972 -1.387857 1.644329 0.165 0.101 -0.135
C 2.477165 -0.368281 0.674525 0.243 -0.383 0.368
N 1.631052 0.321396 0.023887 -0.027 0.398 -0.493
N 2.155571 1.381043 -0.727878 0.138 -0.340 0.043
C 1.231108 2.269880 -0.918843 -0.140 0.370 -0.167
O 0.013226 2.198801 -0.468459 0.751 0.977 -0.402
C 1.596598 3.473811 -1.729329 -0.073 -0.127 0.119
C 0.604690 4.380424 -2.081035 -0.014 0.116 -0.060
C 0.920956 5.502657 -2.839501 0.014 -0.093 0.051
C 2.230636 5.722234 -3.244013 -0.046 -0.009 0.013
C 3.223530 4.815098 -2.892350 -0.009 -0.040 0.026
C 2.907670 3.694750 -2.139294 0.103 0.045 -0.054
H -0.421389 -2.374396 3.684601 0.035 -0.007 -0.015
H 1.306213 -3.998525 4.381379 0.006 -0.012 0.007
H 3.571573 -3.952573 3.336393 -0.017 0.000 0.017
H 4.060131 -2.251724 1.614007 -0.022 0.007 0.009
H 3.534926 -0.139007 0.536993 0.052 -0.052 0.029
H -0.409313 4.186530 -1.757414 0.008 0.012 -0.006
H 0.142013 6.202964 -3.115599 0.011 -0.010 0.008
H 2.478555 6.596668 -3.833416 -0.004 -0.001 0.001
H 4.247084 4.981899 -3.207441 -0.027 -0.003 0.009
H 3.667025 2.976666 -1.859813 -0.015 0.020 -0.007
C -2.472459 -2.638969 -1.621652 0.055 -0.099 -0.057
Ge -3.224787 -1.641016 -0.078629 -0.082 0.014 -0.186
C -5.184497 -1.886563 -0.217072 -0.143 -0.021 -0.039
C -2.740231 -2.853818 1.427257 0.055 -0.008 0.129
C -2.673922 0.170618 -0.077538 1.337 -0.269 0.439
H -2.815020 -3.679793 -1.630696 0.033 0.056 -0.022
H -1.376249 -2.648449 -1.579859 -0.063 0.009 -0.008
H -2.767034 -2.155540 -2.556026 0.019 -0.027 0.028
H -5.465858 -2.944784 -0.261325 0.020 0.080 0.002
H -5.545307 -1.383680 -1.118086 -0.029 -0.035 0.048
H -5.676763 -1.431093 0.647305 0.003 -0.027 -0.046
H -3.201886 -3.839392 1.297541 0.024 0.059 0.016
H -3.068916 -2.428338 2.380455 0.024 -0.043 -0.038
H -1.655032 -2.983728 1.474490 -0.054 -0.013 0.025
H -3.461267 0.755886 0.408952 -0.140 0.259 -0.235
```
Positions in Å, forces in eV/Å.

Molecular formula: C18H20GeN3O4V
Method: DFT, ωB97M-V/def2-TZVPD

Charge   +2
Frontier orbital gap   6.53 eV
Energy relative to the best compared isomer or geometry (same formula, charge and spin)   2.57 kJ/mol

XYZ file:
```
47
Properties=species:S:1:pos:R:3:forces:R:3
V 2.089055 1.303229 -0.009506 -0.288 -0.665 0.343
O -3.236157 0.368107 0.902228 -0.010 -0.034 0.030
C -3.099066 0.584230 -0.411818 0.039 0.052 -0.003
C -4.252939 0.503901 -1.193570 0.014 0.011 -0.034
C -4.186570 0.721652 -2.553623 -0.012 -0.019 0.037
C -2.968849 1.008226 -3.178841 0.038 0.006 -0.015
C -1.822861 1.082089 -2.420074 -0.017 0.001 -0.027
C -1.865093 0.874691 -1.030493 0.025 -0.192 0.099
C -0.645820 1.005041 -0.247488 -0.116 0.053 -0.087
O 0.511384 1.172763 -0.910671 0.108 0.160 0.078
N -0.619309 0.996157 1.043235 0.019 0.015 -0.031
N 0.676842 1.249501 1.476784 -0.149 0.293 0.015
C 0.811959 1.554586 2.724440 0.031 -0.052 -0.010
C 2.051185 1.980125 3.306490 0.057 0.069 0.091
C 2.152321 2.174569 4.690335 -0.014 0.002 -0.006
C 3.328634 2.637609 5.243299 -0.011 -0.002 0.011
C 4.413156 2.933250 4.422011 0.027 0.005 -0.052
C 4.340407 2.764725 3.044941 -0.015 -0.016 0.120
C 3.163055 2.285179 2.511410 -0.038 0.073 -0.115
O 3.060314 2.114508 1.159326 -0.010 -0.095 0.045
H -2.402453 0.563098 1.367591 -0.005 0.014 -0.023
H -5.191910 0.296570 -0.698298 0.001 0.004 0.004
H -5.094844 0.679729 -3.140761 0.000 0.009 0.000
H -2.933971 1.203825 -4.241332 0.005 -0.005 -0.001
H -0.878351 1.339143 -2.880714 0.001 -0.010 0.000
H -0.073720 1.508220 3.352380 -0.006 -0.016 -0.008
H 1.298160 1.959374 5.320015 -0.002 -0.001 -0.003
H 3.404625 2.783287 6.311237 -0.001 -0.002 0.002
H 5.328253 3.312305 4.856667 -0.003 0.000 0.007
H 5.171750 3.009781 2.399306 -0.006 -0.008 -0.018
O 3.246148 1.195126 -1.602358 -0.108 0.137 -0.105
N 3.210576 0.094639 -0.957269 0.405 -0.354 -0.403
C -2.851983 -2.675392 -2.083576 -0.057 -0.019 0.005
Ge -1.097455 -3.399943 -2.206773 -0.017 -0.125 -0.058
C 0.013035 -3.062930 -3.727759 -0.034 0.019 0.006
C -0.509009 -4.614851 -0.849121 0.004 0.013 -0.012
C 2.706185 -0.567124 -0.029413 0.423 0.702 0.158
H -3.530382 -3.423416 -2.511298 -0.010 0.023 -0.010
H -2.946756 -1.751220 -2.650742 0.004 0.024 0.002
H -3.137885 -2.526496 -1.043125 -0.002 0.010 0.001
H -0.240747 -3.824997 -4.474037 -0.005 0.001 -0.002
H 1.068897 -3.173868 -3.489950 -0.002 0.001 0.010
H -0.194637 -2.087577 -4.164005 -0.004 0.002 0.009
H -1.094034 -5.533094 -0.970138 0.000 0.000 0.003
H -0.738810 -4.222997 0.142153 -0.004 0.004 -0.003
H 0.546071 -4.860674 -0.936685 0.001 0.008 -0.006
H 3.021602 -1.534655 0.339588 -0.253 -0.097 -0.045
```
Positions in Å, forces in eV/Å.

Molecular formula: C18H20N2O3
Method: DFT, ωB97M-V/def2-TZVPD

Frontier orbital gap   9.34 eV
Energy relative to the best compared isomer or geometry (same formula, charge and spin)   285.32 kJ/mol

XYZ file:
```
43
Properties=species:S:1:pos:R:3:forces:R:3
C -8.177256 0.843419 0.376840 -0.118 0.207 -0.019
O -7.446397 -0.356983 0.458451 0.228 -0.256 0.009
C -6.102809 -0.316979 0.263028 0.193 -0.121 0.005
C -5.435157 -1.538780 0.372550 -0.245 0.102 -0.001
C -4.073566 -1.614112 0.180983 0.042 0.143 -0.030
C -3.336185 -0.469820 -0.120528 -0.319 0.143 -0.006
C -1.876434 -0.534545 -0.342252 0.652 -0.601 -0.239
N -1.372727 -1.703843 -0.822465 0.117 -0.343 0.033
N -1.251349 0.519022 0.025238 -0.630 1.183 0.180
O 0.147553 0.660773 -0.037932 0.059 -0.462 0.468
C 0.898193 0.349423 -1.080503 0.397 -0.285 -0.825
O 0.521688 -0.222415 -2.081946 -0.034 0.212 0.140
C 2.327620 0.807444 -0.886215 -0.158 -0.006 0.300
C 2.644973 1.348685 0.502688 0.170 0.153 -0.162
C 4.119071 1.759169 0.618476 -0.213 -0.133 0.086
C 5.031299 0.575182 0.464456 0.095 0.142 -0.014
C 5.182327 -0.330384 1.507963 -0.003 0.011 -0.024
C 5.990507 -1.443576 1.366659 -0.003 -0.076 0.070
C 6.661047 -1.668455 0.176022 0.070 -0.082 -0.036
C 6.520045 -0.772146 -0.868867 0.058 -0.069 -0.076
C 5.709954 0.340892 -0.724303 0.004 0.018 0.038
C -4.001735 0.747081 -0.211604 0.173 -0.238 -0.016
C -5.368887 0.829845 -0.027786 -0.349 0.028 0.067
H -7.847759 1.566152 1.129826 -0.003 -0.022 -0.038
H -8.101152 1.293226 -0.618199 0.008 -0.011 0.045
H -9.213514 0.570257 0.569422 0.066 0.071 -0.020
H -6.012701 -2.417266 0.613220 -0.060 -0.103 0.034
H -3.579473 -2.567474 0.298042 0.039 -0.087 0.009
H -2.037638 -2.337758 -1.236310 0.012 0.114 0.024
H -0.486924 -1.649798 -1.311900 -0.162 0.097 0.040
H 2.971768 -0.043432 -1.123224 -0.096 0.047 -0.081
H 2.516388 1.571866 -1.645411 -0.006 -0.052 -0.049
H 2.422224 0.584163 1.248439 -0.037 0.044 0.057
H 2.010909 2.211143 0.711218 -0.018 -0.049 0.066
H 4.347163 2.506088 -0.144455 0.039 0.062 0.030
H 4.276526 2.214916 1.598441 0.035 0.069 -0.049
H 4.663607 -0.157168 2.440383 -0.059 0.025 0.110
H 6.099177 -2.137647 2.187521 0.011 -0.048 0.063
H 7.292469 -2.537589 0.064410 0.050 -0.062 -0.007
H 7.041565 -0.940011 -1.800051 0.041 -0.014 -0.068
H 5.606145 1.037845 -1.544176 -0.020 0.086 -0.072
H -3.429287 1.633026 -0.432705 0.040 0.091 -0.030
H -5.851258 1.790561 -0.113425 -0.065 0.070 -0.010
```
Positions in Å, forces in eV/Å.

Number 2 is which compound? C18H20GeN3O4V

frontier orbital gap of number 1 (C18H20GeN2O2Sc)? 5.01 eV

Which value of energy relative to the best compared isomer or geometry (same formula, charge and spin) does entry 2 give? 2.57 kJ/mol

Which formula does entry 1 have? C18H20GeN2O2Sc